(1)
Molecular formula: C5H22N2O6
Method: DFT, ωB97M-V/def2-TZVPD

## Properties
LUMO level	0.00859	hartree
max |F|	5.4	eV/A
E	-764.5491	Ha
energy relative to the best compared isomer or geometry (same formula, charge and spin)	466.0	kJ/mol
gap between HOMO and LUMO	0.3421	Eh
multiplicity	1

Each line ends with the Mulliken charge.
Positions of all 35 atoms, in Å:
C -2.60 0.90 -0.05  -1.388
C -1.46 0.04 0.63  0.023
C -0.63 0.99 1.62  -0.600
C -1.05 1.05 3.10  -0.092
O -1.34 2.07 3.65  -0.489
N -0.67 -0.53 -0.46  0.176
C -0.38 -1.97 -0.30  -0.658
N 0.94 -2.48 -0.17  -0.492
H -3.09 1.40 0.81  0.360
H -2.36 1.70 -0.76  0.346
H -3.04 0.16 -0.73  0.395
H -1.99 -0.84 1.24  0.284
H 0.39 0.74 1.40  0.573
H -0.62 2.01 1.19  0.228
H -1.05 0.03 3.49  0.296
H 0.24 0.04 -0.43  -0.052
H -1.03 -2.39 0.58  0.309
H -0.86 -2.35 -1.23  0.360
H 1.42 -2.03 -1.05  0.276
H 1.42 -2.27 0.63  0.251
H -0.76 -0.87 -4.31  0.305
H -0.28 -0.57 -2.87  0.362
O 0.00 -0.72 -3.76  -0.694
H 3.30 0.37 -0.80  0.274
H 2.20 0.92 -1.76  0.277
O 2.37 0.56 -0.90  -0.573
H 3.30 -0.98 -3.14  0.338
H 1.82 -0.84 -3.02  0.313
O 2.56 -1.30 -2.60  -0.633
H 2.12 -1.64 2.40  0.273
H 0.89 -1.71 3.24  0.325
O 1.54 -1.04 2.91  -0.617
H -0.55 1.94 -1.30  0.326
H -1.23 3.31 -0.91  0.343
O -0.81 2.80 -1.63  -0.724



(2)
Molecular formula: CH5NSi2
Method: DFT, ωB97M-V/def2-TZVPD

## Properties
LUMO level	0.00572	hartree
max |F|	5.4	eV/A
E	-674.7736	Ha
energy relative to the best compared isomer or geometry (same formula, charge and spin)	17.5	kJ/mol
gap between HOMO and LUMO	0.4162	Eh
multiplicity	1

Each line ends with the Mulliken charge.
Positions of all 9 atoms, in Å:
C -2.80 0.44 -0.38  0.174
N -3.81 1.08 -0.31  -0.373
Si 0.67 0.63 0.13  0.179
Si -1.22 -0.56 -0.41  0.314
H 1.20 0.78 1.63  -0.043
H 1.68 0.19 -0.93  -0.055
H 0.40 2.10 -0.23  -0.062
H -1.33 -1.66 0.48  -0.085
H -1.32 -1.32 -1.77  -0.049



(3)
Molecular formula: C11H32Cl6O5
Method: DFT, ωB97M-V/def2-TZVPD

## Properties
LUMO level	0.01446	hartree
max |F|	3.3	eV/A
E	-3575.5373	Ha
gap between HOMO and LUMO	0.3683	Eh
multiplicity	1

Each line ends with the Mulliken charge.
Positions of all 54 atoms, in Å:
C 1.77 -4.19 -3.50  -0.601
O 0.96 -3.16 -2.99  -0.450
H 1.95 -4.14 -4.57  0.244
H 2.72 -4.17 -3.04  0.195
H 1.21 -5.14 -3.15  0.265
H 0.07 -3.51 -2.87  0.280
C -2.10 -4.62 -0.64  -0.610
O -1.78 -3.44 -1.30  -0.355
H -3.14 -4.64 -0.28  0.254
H -1.96 -5.46 -1.36  0.250
H -1.49 -4.72 0.29  0.260
H -1.63 -2.70 -0.69  0.214
C -0.11 2.98 0.56  -0.278
O -0.37 4.22 1.26  -0.518
H -1.05 2.57 0.23  0.327
H 0.44 3.32 -0.39  0.173
H 0.47 2.26 1.11  0.058
H -1.34 4.37 1.39  0.253
C 2.32 6.56 0.37  -0.448
O 1.33 6.46 1.40  -0.527
H 2.10 5.88 -0.47  0.199
H 2.34 7.59 0.02  0.224
H 3.31 6.28 0.82  0.212
H 1.06 5.55 1.61  0.326
C 0.31 0.17 -2.41  -0.242
O -0.76 -0.78 -2.52  -0.482
H 0.91 0.24 -3.32  0.371
H -0.13 1.18 -2.37  0.249
H 1.01 -0.06 -1.54  -0.202
H -0.33 -1.50 -3.07  0.336
Cl -5.83 0.37 5.31  -0.185
C -4.94 -0.09 3.86  -0.135
C -5.15 0.86 2.69  -0.506
Cl -4.01 2.41 2.79  -0.225
H -5.37 -1.05 3.64  0.292
H -3.89 -0.25 4.10  0.104
H -6.19 1.27 2.71  0.391
H -4.83 0.52 1.68  0.258
Cl 1.16 -2.07 1.50  -0.191
C 0.27 -0.56 1.64  -0.145
C -1.09 -0.69 2.35  -0.123
Cl -2.16 -1.81 1.57  -0.185
H 0.16 -0.18 0.59  -0.232
H 1.04 0.12 2.10  0.383
H -1.49 0.34 2.22  0.106
H -0.98 -0.91 3.37  0.410
Cl 3.45 1.30 -0.94  -0.123
C 4.70 0.01 -1.20  -0.487
C 4.01 -1.30 -1.50  -0.245
Cl 5.34 -2.56 -1.46  -0.224
H 5.34 -0.17 -0.34  0.321
H 5.35 0.22 -2.02  0.347
H 3.72 -1.44 -2.48  0.314
H 3.29 -1.70 -0.76  0.102